[1]
Formula: C23H29AsN4RuSSi2
Source: the Open Molecules 2025 dataset
Level of theory: ωB97M-V/def2-TZVPD

Each line ends with the Löwdin spin population.
Geometry (Å):
1 Ru 0.815 0.859 0.539  3.11
2 C 2.689 2.166 1.879  0.11
3 C 2.410 0.978 2.574  0.15
4 C 1.046 1.011 2.976  0.10
5 C 0.498 2.246 2.560  0.08
6 C 1.517 2.957 1.880  0.14
7 H 3.648 2.452 1.475  0.00
8 H 3.113 0.194 2.802  0.01
9 H 0.548 0.268 3.580  0.00
10 H -0.489 2.613 2.794  0.00
11 H 1.432 3.957 1.484  0.01
12 S -6.668 2.931 0.605  0.00
13 N -5.342 3.792 0.296  0.00
14 C -4.336 2.932 0.253  0.00
15 C -2.949 3.263 -0.038  0.00
16 C -2.534 4.552 -0.375  0.00
17 C -1.217 4.758 -0.711  0.00
18 C -0.350 3.670 -0.692  0.01
19 N -0.723 2.446 -0.348  0.05
20 C -2.009 2.234 -0.020  0.00
21 C -2.407 0.852 0.314  0.01
22 N -1.435 -0.070 0.388  0.08
23 C -1.773 -1.337 0.562  0.03
24 C -3.091 -1.763 0.707  0.00
25 C -4.090 -0.818 0.697  0.00
26 C -3.749 0.520 0.498  0.00
27 C -4.729 1.594 0.485  0.00
28 N -6.029 1.455 0.696  0.00
29 H -3.258 5.356 -0.377  0.00
30 H -0.851 5.735 -0.993  0.00
31 H 0.689 3.795 -0.972  0.00
32 H -0.954 -2.044 0.606  0.02
33 H -3.309 -2.813 0.840  0.00
34 H -5.131 -1.083 0.831  0.00
35 C 0.820 -4.283 -1.269  0.02
36 Si 1.732 -3.745 0.256  0.11
37 C 3.506 -4.273 0.281  0.02
38 C 0.844 -4.240 1.815  0.02
39 As 1.793 -1.375 0.411  0.70
40 Si 1.790 -0.432 -1.802  0.10
41 C 2.924 -1.535 -2.795  0.03
42 C 0.144 -0.312 -2.673  0.01
43 C 2.625 1.256 -1.733  0.04
44 H 0.416 -5.286 -1.110  0.00
45 H 1.488 -4.319 -2.132  0.00
46 H -0.011 -3.618 -1.512  0.00
47 H 3.591 -5.363 0.308  0.00
48 H 3.993 -3.871 1.172  0.00
49 H 4.043 -3.910 -0.597  0.00
50 H 0.383 -5.223 1.694  0.00
51 H 0.062 -3.533 2.097  0.00
52 H 1.553 -4.294 2.643  0.00
53 H 2.451 -2.497 -3.003  0.00
54 H 3.861 -1.720 -2.266  0.00
55 H 3.159 -1.058 -3.751  0.00
56 H -0.511 -1.147 -2.414  0.00
57 H 0.306 -0.331 -3.754  0.00
58 H -0.376 0.612 -2.416  0.00
59 H 3.595 1.187 -1.239  0.00
60 H 2.066 2.063 -1.242  0.01
61 H 2.778 1.589 -2.765  0.01

- Net charge: +1
- E_HOMO (spin up / spin down): -9.8 / -10.9 eV
- Gap between HOMO and LUMO (spin up / spin down): 6.487 / 6.592 eV
- Spin multiplicity: 6
- Electronic energy: -4420.4972 Ha
- LUMO (spin up / spin down): -3.292 / -4.279 eV

=====

[2]
Formula: C23H29AsN9NiOS2
Source: the Open Molecules 2025 dataset
Level of theory: ωB97M-V/def2-TZVPD

Each line ends with the Löwdin charge.
Geometry (Å):
1 Ni 0.204 0.364 -0.150  0.31
2 N -0.004 -2.896 0.914  0.13
3 C -1.190 -2.348 0.542  -0.67
4 N -1.300 -1.110 0.141  0.03
5 C -2.608 -0.788 -0.159  -0.33
6 C -3.488 -1.807 -0.043  -0.33
7 S -2.674 -3.228 0.503  1.10
8 C -2.863 0.602 -0.540  -0.31
9 C -4.057 1.163 -0.824  -0.33
10 S -3.851 2.819 -1.247  1.10
11 C -2.151 2.648 -1.013  -0.68
12 N -1.767 1.453 -0.639  0.05
13 N -1.307 3.699 -1.166  0.12
14 H 0.686 -2.220 1.210  0.07
15 H -0.025 -3.745 1.456  0.11
16 H -4.549 -1.813 -0.222  0.08
17 H -5.035 0.715 -0.797  0.08
18 H -1.646 4.545 -1.589  0.11
19 H -0.327 3.502 -1.282  0.07
20 N 0.128 2.624 1.862  0.19
21 C 0.599 1.456 2.399  -0.47
22 O 0.470 0.343 1.718  -0.18
23 C 1.258 1.451 3.614  -0.20
24 C 1.915 0.265 4.034  -0.21
25 N 2.479 -0.704 4.301  0.16
26 C 1.315 2.659 4.357  -0.22
27 N 1.291 3.683 4.886  0.15
28 H -0.526 2.450 1.116  0.05
29 H 0.034 3.452 2.428  0.11
30 N -0.197 -0.575 -4.075  0.16
31 C -0.300 -0.818 -2.754  -0.11
32 N 0.223 0.145 -2.035  0.00
33 C 0.703 1.089 -2.940  -0.24
34 C 1.377 2.292 -2.723  -0.06
35 C 1.749 3.019 -3.834  -0.06
36 C 1.466 2.566 -5.135  -0.06
37 C 0.815 1.372 -5.360  0.01
38 C 0.443 0.643 -4.233  -0.17
39 H -0.523 -1.185 -4.806  0.17
40 H -0.762 -1.705 -2.352  0.15
41 H 1.631 2.616 -1.720  0.09
42 H 2.276 3.956 -3.708  0.11
43 H 1.776 3.166 -5.979  0.11
44 H 0.612 1.020 -6.362  0.12
45 C 3.180 -1.840 -2.102  -0.15
46 C 3.493 -0.391 -1.727  -0.38
47 As 2.560 0.145 -0.103  1.30
48 C 3.200 -1.167 1.178  -0.39
49 C 4.713 -1.139 1.363  -0.13
50 C 3.433 1.802 0.477  -0.38
51 C 4.668 2.199 -0.325  -0.15
52 H 3.576 -2.075 -3.090  0.08
53 H 2.106 -2.033 -2.116  0.05
54 H 3.628 -2.539 -1.395  0.07
55 H 3.199 0.290 -2.524  0.06
56 H 4.561 -0.259 -1.562  0.07
57 H 2.877 -2.150 0.827  0.06
58 H 2.689 -0.968 2.119  0.01
59 H 5.248 -1.344 0.434  0.07
60 H 5.004 -1.899 2.087  0.08
61 H 5.053 -0.179 1.751  0.07
62 H 3.680 1.658 1.530  0.07
63 H 2.679 2.586 0.444  0.05
64 H 5.456 1.447 -0.265  0.07
65 H 5.075 3.131 0.068  0.08
66 H 4.435 2.357 -1.380  0.06

- Net charge: +1
- E_HOMO (spin up / spin down): -10.4 / -10.4 eV
- ΔE to the lowest compared entry with this formula, charge and spin: 0.0 kJ/mol
- Gap between HOMO and LUMO (spin up / spin down): 7.552 / 7.548 eV
- Electronic energy: -6002.2309 Ha
- LUMO (spin up / spin down): -2.820 / -2.824 eV

=====

[3]
Formula: C23H29BeCl2IN4OS2
Source: the Open Molecules 2025 dataset
Level of theory: ωB97M-V/def2-TZVPD

Each line ends with the Löwdin charge.
Geometry (Å):
1 Be -0.251 -0.223 0.444  -0.07
2 I -3.450 -1.023 0.542  0.99
3 C -2.252 -1.313 -1.140  -0.75
4 C -2.745 -2.013 -2.229  -0.12
5 C -1.909 -2.199 -3.317  -0.05
6 C -0.622 -1.684 -3.281  -0.04
7 C -0.212 -1.007 -2.151  -0.13
8 N -1.017 -0.823 -1.095  -0.02
9 H -3.751 -2.405 -2.213  0.10
10 H -2.260 -2.748 -4.181  0.11
11 H 0.062 -1.813 -4.108  0.11
12 H 0.784 -0.595 -2.048  0.08
13 C -2.882 1.651 -2.997  -0.10
14 C -2.688 3.007 -2.323  -0.28
15 C -2.229 2.873 -0.873  -0.32
16 S -0.537 2.258 -0.777  0.96
17 O -0.490 1.379 0.480  -0.48
18 C 0.309 3.731 -0.193  -0.35
19 C 0.367 4.878 -1.193  -0.28
20 C 1.076 4.513 -2.494  -0.10
21 H -3.230 1.773 -4.022  0.08
22 H -3.625 1.059 -2.457  0.07
23 H -1.955 1.074 -3.025  0.05
24 H -3.634 3.553 -2.320  0.11
25 H -1.984 3.619 -2.893  0.10
26 H -2.819 2.110 -0.362  0.07
27 H -2.295 3.797 -0.299  0.10
28 H 1.311 3.367 0.044  0.03
29 H -0.190 3.997 0.741  0.11
30 H 0.903 5.691 -0.700  0.11
31 H -0.638 5.263 -1.389  0.10
32 H 2.060 4.091 -2.284  0.07
33 H 1.202 5.389 -3.128  0.08
34 H 0.523 3.764 -3.065  0.06
35 Cl 1.552 -3.417 -0.408  0.64
36 C 1.594 -3.327 1.351  -0.60
37 C 2.233 -4.335 2.041  -0.18
38 C 2.217 -4.340 3.430  -0.14
39 C 1.520 -3.327 4.085  -0.15
40 C 0.887 -2.330 3.378  -0.61
41 Cl 0.027 -1.097 4.265  0.62
42 C 0.889 -2.221 1.943  -0.50
43 N 0.348 -1.256 1.265  -0.02
44 H 2.721 -5.130 1.489  0.09
45 H 2.711 -5.122 3.988  0.08
46 H 1.468 -3.310 5.166  0.09
47 C 5.223 -2.920 0.598  0.00
48 C 5.161 -1.706 -0.263  -0.26
49 C 6.150 -1.312 -1.119  0.02
50 C 5.931 -0.150 -1.886  -0.31
51 N 4.850 0.596 -1.775  0.10
52 C 3.888 0.240 -0.895  -0.80
53 S 2.526 1.149 -0.558  0.69
54 N 4.059 -0.935 -0.194  0.12
55 C 6.943 0.297 -2.897  -0.03
56 H 6.196 -3.396 0.503  0.09
57 H 4.437 -3.623 0.319  0.07
58 H 5.057 -2.652 1.643  0.10
59 H 7.058 -1.889 -1.210  0.11
60 H 3.273 -1.225 0.375  0.11
61 H 7.835 -0.326 -2.885  0.07
62 H 7.217 1.333 -2.701  0.09
63 H 6.496 0.265 -3.891  0.09

- E_HOMO: -5.5 eV
- ΔE to the lowest compared entry with this formula, charge and spin: 0.0 kJ/mol
- Gap between HOMO and LUMO: 5.633 eV
- Electronic energy: -3217.3605 Ha
- LUMO: 0.109 eV

=====

Look up the electronic energy of the third one.
-3217.3605 Ha

=====

What is the electronic energy in the first record?
-4420.4972 Ha

=====

electronic energy of number 2 (C23H29AsN9NiOS2)?
-6002.2309 Ha